C4H11N2O | wB97M-V/def2-TZVPD

* HOMO-LUMO gap: 10.19 eV
* E_tot: -343.52397 a.u.
* HOMO energy: -13.74 eV
* SMILES: CN(C)C(=O)C[NH3+]
* energy above the lowest of the compared OMol25 structures with the same formula, charge and spin: 25.22 kcal/mol
* E_LUMO: -3.544 eV
* charge: +1

CARTESIAN COORDINATES (ANGSTROEM)
N: -1.9834 -1.4860 0.8435
C: 1.5828 0.8652 0.5794
H: -2.0771 -2.1915 1.5714
H: 0.2380 1.9830 -1.7723
C: -0.2485 -0.3746 -0.4092
H: 1.0667 1.6963 1.0770
H: -0.9280 0.2296 1.5575
H: -0.0328 -1.3146 1.5758
H: 0.6906 0.5134 -2.6465
O: -0.9990 -0.7514 -1.3017
H: -2.8115 -0.9002 0.7485
H: 1.9789 1.4506 -1.9065
C: 0.9436 1.1520 -1.8100
H: -1.8546 -1.9257 -0.0867
C: -0.7200 -0.6893 1.0118
H: 1.7917 0.0967 1.3099
N: 0.8389 0.3716 -0.5696
H: 2.5236 1.2750 0.2275